{
  "formula": "C66H177N11O28",
  "method": "the ωB97M-V functional and the def2-TZVPD basis",
  "elements": ["C", "O", "C", "C", "N", "C", "C", "O", "C", "H", "H", "H", "H", "H", "H", "H", "H", "H", "H", "H", "H", "H", "H", "H", "C", "O", "C", "C", "N", "C", "C", "O", "C", "H", "H", "H", "H", "H", "H", "H", "H", "H", "H", "H", "H", "H", "H", "H", "C", "O", "C", "C", "N", "C", "C", "O", "C", "H", "H", "H", "H", "H", "H", "H", "H", "H", "H", "H", "H", "H", "H", "H", "C", "O", "C", "C", "N", "C", "C", "O", "C", "H", "H", "H", "H", "H", "H", "H", "H", "H", "H", "H", "H", "H", "H", "H", "C", "O", "C", "C", "N", "C", "C", "O", "C", "H", "H", "H", "H", "H", "H", "H", "H", "H", "H", "H", "H", "H", "H", "H", "C", "O", "C", "C", "N", "C", "C", "O", "C", "H", "H", "H", "H", "H", "H", "H", "H", "H", "H", "H", "H", "H", "H", "H", "C", "O", "C", "C", "N", "C", "C", "O", "C", "H", "H", "H", "H", "H", "H", "H", "H", "H", "H", "H", "H", "H", "H", "H", "C", "O", "C", "C", "N", "C", "C", "O", "C", "H", "H", "H", "H", "H", "H", "H", "H", "H", "H", "H", "H", "H", "H", "H", "C", "O", "C", "C", "N", "C", "C", "O", "C", "H", "H", "H", "H", "H", "H", "H", "H", "H", "H", "H", "H", "H", "H", "H", "C", "O", "C", "C", "N", "C", "C", "O", "C", "H", "H", "H", "H", "H", "H", "H", "H", "H", "H", "H", "H", "H", "H", "H", "C", "O", "C", "C", "N", "C", "C", "O", "C", "H", "H", "H", "H", "H", "H", "H", "H", "H", "H", "H", "H", "H", "H", "H", "O", "H", "H", "O", "H", "H", "O", "H", "H", "O", "H", "H", "O", "H", "H", "O", "H", "H"],
  "positions_angstrom": [[2.77626, 0.93543, -5.31076], [4.05255, 1.25643, -4.90164], [4.15793, 2.25908, -3.87263], [5.58499, 2.31011, -3.44913], [5.88966, 1.29532, -2.42768], [7.36321, 1.43894, -2.03129], [7.80357, 0.16705, -1.20320], [7.97771, -0.87924, -2.20618], [8.21368, -2.13413, -1.51297], [2.87363, -0.10974, -5.60443], [2.29538, 1.46969, -6.13016], [2.09029, 0.87166, -4.46608], [3.49997, 2.09577, -3.01910], [3.78565, 3.22371, -4.21760], [5.84858, 3.17891, -2.84596], [6.28090, 2.42082, -4.28073], [5.76064, 0.41407, -2.90396], [7.42371, 2.20992, -1.26316], [8.11678, 1.69309, -2.77670], [6.97691, -0.11268, -0.55015], [8.63978, 0.29490, -0.51580], [9.07855, -2.15962, -0.85004], [8.26088, -2.96007, -2.22268], [7.40641, -2.46344, -0.85878], [-4.06058, 0.81904, -0.31790], [-4.98605, 0.36702, -1.26788], [-6.20489, -0.01806, -0.77075], [-7.22120, -0.41937, -1.85986], [-8.52600, -0.81907, -1.38514], [-9.44630, -1.26125, -2.44087], [-10.80148, -1.55797, -1.73817], [-10.57584, -2.65646, -0.86925], [-11.60567, -2.82049, 0.01416], [-3.93961, 0.06444, 0.45931], [-4.30037, 1.76110, 0.17519], [-3.09615, 1.06616, -0.76161], [-6.63199, 0.80313, -0.19514], [-6.12703, -0.83474, -0.05306], [-6.81802, -1.14296, -2.56835], [-7.37597, 0.43094, -2.52404], [-8.44255, -1.61400, -0.76771], [-9.29101, -2.19834, -2.97551], [-9.47959, -0.42823, -3.14306], [-11.63436, -1.68852, -2.42910], [-11.01119, -0.65611, -1.16303], [-11.66365, -1.96879, 0.69192], [-11.39732, -3.64066, 0.70119], [-12.57358, -3.07013, -0.42051], [0.39962, -1.69860, -1.99136], [-0.56782, -0.68774, -1.55059], [-0.53046, -0.40111, -0.18440], [0.66069, 0.39654, 0.25002], [0.48170, 1.80034, -0.18257], [1.59463, 2.79766, 0.01516], [2.04717, 2.73231, 1.47641], [3.09648, 1.76817, 1.70478], [3.82623, 1.94836, 2.86156], [0.44313, -2.64480, -1.45201], [1.35608, -1.19606, -2.13547], [0.15620, -1.97371, -3.01759], [-0.59707, -1.31546, 0.40522], [-1.35176, 0.22126, 0.17088], [1.53115, -0.08378, -0.19684], [0.60575, 0.27432, 1.33175], [0.18791, 1.82269, -1.14863], [1.30320, 3.80391, -0.28587], [2.47733, 2.51075, -0.55635], [1.19120, 2.40347, 2.06570], [2.28658, 3.76451, 1.73207], [4.33434, 2.91148, 2.81331], [4.54566, 1.13467, 2.76983], [3.17336, 1.78256, 3.71851], [-2.13174, 1.53503, 10.58892], [-2.42283, 1.24528, 9.26278], [-1.35695, 1.48655, 8.30679], [-1.86281, 1.56125, 6.83722], [-0.66593, 1.84829, 6.07798], [-0.96732, 1.88802, 4.60164], [-1.06196, 0.49907, 4.06451], [-0.00878, -0.31423, 4.59816], [-0.05836, -1.64998, 4.17501], [-2.94621, 1.26561, 11.26133], [-1.77371, 2.54408, 10.79319], [-1.28674, 0.90677, 10.87063], [-0.63796, 0.66962, 8.36832], [-0.82395, 2.40089, 8.56752], [-2.49368, 2.44779, 6.77281], [-2.37050, 0.66513, 6.48039], [0.10412, 1.21579, 6.24256], [-0.27842, 2.44584, 3.96732], [-1.93538, 2.34763, 4.40236], [-1.01237, 0.56969, 2.97793], [-2.09173, 0.18668, 4.23796], [-0.97557, -2.21482, 4.34164], [0.66743, -2.24295, 4.73154], [0.35691, -1.70452, 3.16870], [-8.63842, 0.36026, 5.98428], [-7.56657, -0.42280, 5.57721], [-6.38895, -0.48264, 6.37800], [-5.42451, -1.61765, 5.90483], [-4.87315, -1.26139, 4.56060], [-4.00789, -2.33495, 3.99199], [-3.42705, -1.98852, 2.60518], [-2.36523, -2.73850, 2.13997], [-2.52756, -4.15777, 2.05391], [-9.18062, -0.03233, 6.84450], [-9.40066, 0.29861, 5.20756], [-8.33279, 1.36673, 6.27013], [-6.68802, -0.66900, 7.40946], [-5.85261, 0.46103, 6.27836], [-5.95434, -2.56999, 5.88428], [-4.66289, -1.74841, 6.67356], [-5.64784, -1.09261, 3.93492], [-4.62497, -3.22922, 3.90486], [-3.11953, -2.52661, 4.59379], [-3.07184, -0.96062, 2.67849], [-4.22250, -2.04160, 1.86185], [-1.55736, -4.61607, 1.86216], [-3.10653, -4.46838, 1.18420], [-2.74782, -4.67570, 2.98737], [-8.69817, -0.30518, -6.08696], [-7.78514, -1.13499, -5.30067], [-7.79945, -2.49879, -5.76544], [-6.94255, -3.51050, -4.94199], [-5.50615, -3.26106, -5.22750], [-4.63155, -4.12999, -4.52619], [-3.21776, -3.69130, -4.58863], [-3.02270, -2.31965, -4.29494], [-3.23166, -1.99800, -2.92848], [-9.72115, -0.67534, -6.01905], [-8.38375, -0.33874, -7.13009], [-8.73523, 0.73005, -5.74779], [-7.45417, -2.59651, -6.79468], [-8.79107, -2.95064, -5.79065], [-7.19338, -4.53353, -5.22233], [-7.06104, -3.57586, -3.86044], [-5.18986, -2.33756, -4.96823], [-4.73052, -5.18319, -4.78898], [-4.88370, -4.07068, -3.46741], [-2.82340, -3.82277, -5.59624], [-2.58142, -4.34420, -3.99123], [-4.30806, -1.97815, -2.75794], [-2.88277, -0.97533, -2.78521], [-2.78005, -2.69598, -2.22352], [-4.85083, 0.43819, -5.71243], [-5.33926, 1.74197, -6.03441], [-6.21351, 2.19788, -5.00221], [-5.49659, 2.58507, -3.70919], [-4.69175, 3.71476, -4.14290], [-3.82308, 4.26271, -3.05154], [-2.53496, 3.45649, -2.82676], [-1.84076, 3.34122, -4.03211], [-0.65109, 2.54096, -3.84685], [-4.17598, 0.47391, -4.85721], [-4.22989, 0.06580, -6.52722], [-5.68291, -0.26430, -5.66501], [-6.96935, 1.45576, -4.74515], [-6.86028, 3.00967, -5.33507], [-4.77495, 1.80927, -3.45330], [-6.08013, 2.89165, -2.84109], [-4.12682, 3.23072, -4.82602], [-4.29862, 4.21035, -2.07214], [-3.50290, 5.30274, -3.11426], [-2.78067, 2.56116, -2.25571], [-1.90859, 4.00556, -2.12371], [-0.79786, 1.72782, -3.13597], [0.21683, 3.07064, -3.45410], [-0.33811, 2.00244, -4.74136], [2.27310, 2.36063, 9.94987], [1.91400, 3.16736, 8.82619], [2.24895, 2.52905, 7.65770], [2.34831, 3.57398, 6.56909], [3.47705, 4.40859, 6.76184], [3.20241, 5.77769, 6.23856], [3.25055, 5.76662, 4.66527], [4.53287, 5.47125, 4.07312], [4.54056, 5.68214, 2.65464], [1.72032, 2.65427, 10.84223], [3.32650, 2.32579, 10.22780], [2.00792, 1.33661, 9.68686], [1.49604, 1.77342, 7.43353], [3.23568, 2.06621, 7.64222], [1.44048, 4.16010, 6.42622], [2.39753, 3.12914, 5.57521], [3.62611, 4.49186, 7.75730], [3.98321, 6.46301, 6.56840], [2.26861, 6.18804, 6.62291], [2.93196, 6.75896, 4.34610], [2.47721, 5.17409, 4.17644], [4.56612, 6.75420, 2.45932], [3.70078, 5.20348, 2.15091], [5.46252, 5.30560, 2.21157], [4.00411, -1.62432, -1.58954], [3.52705, -2.08368, -0.30231], [3.96933, -1.19169, 0.67638], [3.47699, -1.76153, 2.08547], [4.46621, -2.59430, 2.65355], [4.15584, -2.91563, 4.02460], [4.94563, -4.20386, 4.53990], [4.82467, -5.28261, 3.60495], [5.26024, -6.51564, 4.02726], [5.05466, -1.33438, -1.60921], [3.40900, -0.77633, -1.92843], [3.84052, -2.40178, -2.33581], [3.54735, -0.20751, 0.47286], [5.05754, -1.23220, 0.62903], [2.52968, -2.25679, 1.87233], [3.36142, -0.84491, 2.66389], [4.44735, -3.55499, 2.34242], [3.09006, -3.05390, 4.20651], [4.41855, -2.10114, 4.69966], [4.64350, -4.57309, 5.51995], [5.98848, -3.88726, 4.55820], [6.30532, -6.39548, 4.31269], [5.27750, -7.25734, 3.22871], [4.62388, -6.88505, 4.83143], [-2.88861, -6.03132, -12.02034], [-2.72359, -5.37810, -10.74674], [-1.63949, -5.82331, -9.92150], [-1.22744, -4.89758, -8.80835], [-0.02907, -5.28071, -8.03871], [-0.33702, -6.40461, -7.13778], [0.69048, -6.36490, -6.05641], [0.42143, -5.43445, -4.95018], [1.54341, -5.29953, -4.08109], [-3.30517, -7.00750, -11.77199], [-2.00251, -6.11678, -12.64932], [-3.63344, -5.53566, -12.64296], [-0.77291, -6.04037, -10.54602], [-1.88809, -6.76957, -9.44098], [-2.13828, -4.86631, -8.21043], [-1.09192, -3.88114, -9.17794], [0.77130, -5.37177, -8.64798], [-0.41796, -7.33208, -7.70465], [-1.36032, -6.22388, -6.80870], [1.70510, -6.14946, -6.39140], [0.92141, -7.31764, -5.57989], [2.53837, -5.18875, -4.51221], [1.43369, -6.13327, -3.38760], [1.34536, -4.48261, -3.38717], [10.89552, 3.29358, -2.22480], [9.73501, 3.52793, -1.42865], [10.10485, 4.19353, -0.24660], [8.91485, 4.27414, 0.76973], [8.85271, 3.00773, 1.39689], [7.69114, 2.90511, 2.21799], [7.62450, 1.41883, 2.88712], [7.74793, 0.45011, 1.84199], [7.89399, -0.90038, 2.36289], [10.90938, 2.30706, -2.68815], [11.85653, 3.38572, -1.71878], [10.88792, 3.95940, -3.08779], [10.42878, 5.20258, -0.50153], [10.96003, 3.73809, 0.25273], [8.00948, 4.54651, 0.22731], [9.04990, 5.10445, 1.46288], [8.86399, 2.24855, 0.73085], [6.80882, 3.27276, 1.69410], [7.74324, 3.58229, 3.07051], [6.67945, 1.34138, 3.42470], [8.48082, 1.36062, 3.55901], [7.90756, -1.57288, 1.50518], [7.04053, -1.12949, 3.00103], [8.78338, -1.04543, 2.97612], [2.08449, 6.43474, -0.33829], [1.16517, 6.17601, -0.40264], [2.05759, 7.37749, -0.17478], [5.12554, 2.96374, -0.33725], [4.77257, 2.41502, 0.36314], [5.36332, 2.34640, -1.02905], [5.66972, 3.13498, 5.54096], [4.89387, 3.39464, 6.03781], [5.74397, 3.79362, 4.85036], [-1.07412, -0.80263, -5.64864], [-0.59432, -1.60450, -5.85610], [-1.78671, -1.09019, -5.07790], [-1.22248, 3.10269, 1.75144], [-0.61061, 2.65280, 1.16883], [-1.97059, 3.31739, 1.19426], [-0.31750, 5.43315, 0.21875], [-0.89193, 4.83103, 0.69173], [-0.91432, 6.00273, -0.26667]],
  "forces_ev_per_a": [[-0.878, -1.854, 0.392], [1.007, 1.224, 0.828], [-0.490, 0.294, -0.743], [0.676, 1.156, 1.659], [2.324, -0.282, -1.204], [-0.609, -1.517, 2.356], [-1.323, 0.340, -2.244], [0.595, -1.063, 2.160], [-0.537, -0.037, -0.557], [-0.267, -0.107, -0.488], [0.401, 0.600, 0.004], [-0.287, 0.400, 0.194], [-0.030, -0.774, 0.225], [0.304, 0.250, -0.535], [-0.778, 0.932, -0.421], [0.011, -0.762, -0.384], [0.215, -0.596, 0.246], [-0.239, 0.506, -0.289], [-0.390, -0.222, -0.508], [-0.262, 0.008, 0.039], [0.504, 0.120, -0.508], [0.473, 0.445, -0.313], [0.400, 0.335, -0.369], [-0.651, 0.591, 0.128], [0.242, 0.177, 0.623], [0.866, 0.078, -1.493], [-1.810, -0.056, 0.697], [0.692, 0.616, -1.112], [-0.132, -0.916, 0.220], [-1.223, 0.300, 0.930], [1.241, 1.372, -0.146], [0.476, 0.070, -1.394], [-0.573, -0.517, 1.849], [0.249, -0.145, 0.179], [-0.751, 0.151, 0.068], [-0.107, -0.577, -0.460], [-0.305, 0.251, 0.127], [0.300, -0.488, 0.220], [0.540, -0.512, 0.142], [0.007, 0.417, 0.085], [0.171, -0.028, 0.405], [1.132, -0.093, -0.202], [-0.473, -0.195, -0.240], [-0.034, -0.510, -0.176], [-0.278, 0.031, 0.392], [-0.460, 0.451, -0.125], [0.357, -0.307, -0.227], [-0.169, 0.344, -0.383], [-0.586, 1.471, -0.899], [0.121, -1.188, -0.973], [0.124, -0.087, 0.922], [0.065, 0.458, -0.713], [0.403, 0.585, 0.408], [0.298, -2.236, 0.372], [-0.532, -0.007, -0.238], [-1.260, 0.735, -2.236], [0.247, -0.494, -0.194], [-0.020, 0.382, 0.729], [0.289, -0.362, 0.651], [-0.628, 0.156, -0.060], [0.127, -0.339, 0.062], [-0.648, -0.159, -0.788], [0.543, 0.079, 0.421], [0.742, 0.445, 0.196], [-0.104, -0.083, -0.128], [-0.329, -0.258, 0.203], [0.189, 0.073, -0.352], [-0.049, 0.270, 0.376], [0.550, -0.144, 0.510], [0.061, 0.121, 0.671], [0.388, 0.119, 0.670], [0.270, 0.371, 0.500], [1.336, -0.670, 0.326], [-0.499, 0.386, -1.461], [-1.059, -0.481, 0.309], [1.083, 0.549, 1.485], [-0.224, 1.398, -1.949], [0.575, -0.056, 0.980], [-0.125, -0.222, -0.744], [-1.114, 0.166, 0.285], [1.337, -0.512, -0.012], [-0.254, 0.165, -0.384], [-0.356, 0.467, -0.269], [0.300, -0.274, 0.443], [0.198, -0.297, 0.170], [-0.076, 0.239, -0.135], [-0.359, -0.219, -0.181], [-0.346, -0.178, 0.358], [-0.361, -0.370, -0.095], [0.421, 0.287, 0.716], [0.047, 0.249, 0.320], [0.298, -0.192, -0.339], [0.089, -1.066, 0.614], [-0.458, 0.601, -0.444], [0.308, 0.340, 0.509], [-0.740, -0.235, -0.533], [-0.347, -0.066, 0.585], [0.748, -1.125, -0.799], [0.028, -0.490, -0.320], [-0.925, 1.067, -0.916], [1.159, -0.612, 0.862], [-0.419, 0.225, -0.371], [-1.508, 0.855, 0.357], [1.182, -1.660, 0.260], [1.071, 0.106, -0.172], [0.257, -0.399, 0.568], [0.335, 0.553, -0.317], [-0.091, 0.324, -0.426], [0.158, 0.055, 0.273], [0.085, 0.172, 0.258], [-0.345, -0.217, -0.097], [0.391, 0.354, -0.260], [-0.164, 0.023, -0.055], [0.248, -0.562, 0.131], [-0.289, 0.016, 0.605], [0.002, 0.031, -0.254], [-0.401, 0.249, -0.161], [0.464, 0.581, -0.291], [-0.714, 0.113, 0.277], [-0.967, 0.382, 0.137], [0.524, -0.976, 0.232], [-0.832, -0.307, -0.576], [0.053, -0.876, 0.793], [1.439, 1.344, -0.409], [-0.749, -0.275, -1.047], [-0.450, -0.334, 1.484], [1.319, -0.075, -1.328], [0.278, -0.458, 0.298], [-0.908, 0.617, -0.199], [-0.093, -0.314, 0.049], [-0.006, 0.135, -0.117], [0.559, -0.220, 0.257], [0.329, 0.387, -0.154], [-0.618, 0.496, 0.260], [0.005, 0.032, -0.707], [-0.630, 0.778, 0.401], [-0.566, 0.484, -0.142], [0.025, -0.045, -0.355], [-0.254, -0.411, 0.714], [-0.076, 0.174, -0.268], [0.030, 0.079, 0.523], [-0.177, 0.001, 0.361], [0.215, -0.229, 0.173], [0.345, -0.034, -0.124], [0.376, 0.097, -0.913], [-0.373, -0.023, 0.638], [-1.334, -0.589, 1.065], [1.030, 0.605, -0.994], [0.787, 1.392, 1.137], [0.750, -1.033, -0.007], [-0.564, 1.386, 0.722], [1.353, -1.698, -0.311], [-0.258, -0.380, 0.039], [-0.354, -0.279, 0.356], [0.056, 0.408, -0.280], [0.004, 0.023, 0.682], [0.144, -0.822, -0.128], [0.704, 0.440, -0.447], [-0.590, -0.578, 0.633], [-0.490, -0.428, -0.224], [0.770, 0.884, -0.424], [-0.617, -0.023, -0.065], [-0.472, 0.138, -0.892], [0.177, -0.893, -0.716], [0.070, 0.344, 0.323], [-0.539, -0.117, 0.253], [-0.090, 0.711, -0.069], [-0.354, 0.483, -0.434], [-0.681, -0.406, -0.200], [0.678, 0.420, 2.341], [0.039, 0.063, -2.086], [-1.529, -0.716, -1.219], [0.514, 1.856, 0.422], [1.590, -1.119, -1.490], [-0.285, 0.859, -0.028], [-0.392, -0.233, 0.517], [0.145, 0.375, 0.422], [-0.171, 0.211, -0.239], [0.336, 0.473, -0.433], [-0.164, -0.292, 0.302], [0.096, -0.107, -0.156], [0.268, -0.321, 0.602], [-0.519, 0.067, 0.740], [0.304, -0.655, -0.016], [0.088, 0.112, 0.245], [0.217, -0.146, 0.044], [-0.370, -0.141, -0.353], [0.254, 0.525, 0.030], [-0.054, -0.741, 0.356], [-0.423, 0.158, -0.139], [-0.095, 0.165, 0.039], [0.055, -0.355, 0.372], [-0.918, -0.542, 0.248], [0.331, -0.319, -2.096], [-0.550, -1.028, 1.511], [0.494, 1.984, -2.895], [0.933, -1.669, 1.529], [0.338, -0.970, 2.029], [-0.132, 0.737, -1.264], [-1.250, 1.572, -1.140], [0.834, -0.248, 0.440], [0.139, -0.091, 0.360], [0.057, 0.387, 0.130], [0.038, -0.252, 0.210], [0.269, 0.237, 0.265], [0.282, 0.624, 0.435], [-0.362, 0.070, 0.292], [-0.337, -0.297, 0.512], [0.037, 0.093, -1.652], [-0.417, -0.302, -0.196], [0.264, 0.152, 0.113], [-0.229, 0.404, 0.188], [0.340, -0.185, 0.255], [0.225, -0.421, 0.634], [-0.397, 0.301, -0.280], [0.194, -0.215, 0.344], [-0.353, -0.411, 1.185], [0.457, 0.834, -0.213], [0.374, -1.167, -1.305], [-0.278, 1.219, -0.320], [-2.251, 0.337, -0.254], [0.437, 1.176, -0.980], [1.270, -0.343, 2.610], [0.246, 0.095, -1.801], [-1.563, -0.467, 1.091], [0.197, -0.429, -0.466], [0.429, -0.001, 0.408], [-0.048, 0.466, 0.503], [0.247, 0.038, -0.324], [-0.316, -0.419, -0.109], [0.353, 0.309, 0.801], [0.052, 0.030, -0.203], [0.069, -0.418, 0.120], [0.528, -0.540, 0.395], [0.167, 0.063, 0.602], [-0.090, 0.581, -0.886], [-0.763, -0.661, 0.100], [-0.164, -0.167, -0.366], [0.954, -0.596, -0.039], [-0.006, 0.545, -0.501], [-0.291, -0.104, -0.985], [0.956, -0.845, 0.045], [-0.864, 1.551, 1.047], [1.484, 0.199, -2.124], [0.134, -0.442, 1.011], [-0.403, -2.025, 1.634], [-0.079, 2.131, -1.763], [0.221, -0.728, 0.862], [-0.615, 1.078, -0.257], [-0.460, -0.337, 0.354], [-0.188, 0.221, 0.403], [0.092, 0.438, 0.077], [0.008, 0.368, -0.106], [-0.027, -0.427, 0.043], [-0.384, -0.085, -0.374], [0.411, -0.189, 0.342], [-0.051, 0.031, -0.200], [-0.598, -0.737, -0.287], [0.424, 0.118, 0.261], [0.032, -0.251, 0.158], [0.006, -0.115, 0.165], [-0.006, 0.050, 0.073], [-0.219, -0.171, -0.104], [0.353, 0.290, -0.132], [1.028, 0.202, -0.250], [-0.498, -0.383, 0.322], [0.009, 0.205, 0.052], [0.067, 0.968, 0.532], [-0.356, -0.235, 0.272], [-0.074, -0.765, -0.441], [1.074, -1.042, -0.309], [-0.595, 0.658, 0.297], [-0.233, 0.364, -0.122], [0.494, 0.564, -0.309], [0.071, -0.230, -0.047], [-0.405, -0.357, 0.208], [0.007, 0.245, 1.239], [0.393, -0.547, -0.941], [-0.861, 0.130, -0.377], [0.606, 0.291, -0.359], [-0.348, -0.467, 0.592], [-0.658, 0.341, -0.260]],
  "homo_energy_ev": [0.21, -6.01],
  "total_charge": -1,
  "orbital_gap_ev": [1.5, 7.7],
  "max_force_ev_per_a": 3.5,
  "s2": 0.75,
  "e_lumo_ev": [1.7, 1.7],
  "spin_multiplicity": 2,
  "total_energy_ha": -5329.1585
}